Computed, not measured: an isolated molecule of C5H11NO at a distorted geometry, with wB97M-V/def2-TZVPD.

Element x y z (Å)
C  0.06  -0.90  0.16
C  -0.70  2.23  -0.77
C  1.50  -1.34  -0.06
N  -0.73  -1.10  -1.02
C  -0.05  0.55  0.75
C  -0.40  -0.45  1.75
O  -1.10  1.35  0.27
H  -0.99  -1.45  1.13
H  -1.16  -2.01  -1.01
H  -1.50  -0.42  -1.02
H  0.89  1.10  0.84
H  0.38  -0.66  2.48
H  -1.59  2.80  -1.04
H  0.09  2.91  -0.42
H  -0.34  1.70  -1.66
H  1.56  -2.42  -0.14
H  1.90  -0.88  -0.97
H  2.16  -1.01  0.74

Properties
Energy relative to the best compared isomer or geometry (same formula, charge and spin), kJ/mol: 477.98
SMILES string: CO[C@H]1C[C@@]1(C)N
Total energy, eV: -8896.743

---

Computed, not measured: a cluster of 3 separate species, C24H32F16N2O5P in total at a distorted geometry, with wB97M-V/def2-TZVPD.

Element x y z (Å)
N  4.86  5.22  2.26
C  5.46  4.22  1.63
C  5.01  2.70  1.62
P  4.10  2.17  -0.02
C  4.09  0.30  0.38
C  2.64  -0.39  0.37
C  1.70  -0.01  -0.87
N  0.58  0.84  -0.36
C  0.21  1.95  -1.29
C  0.05  3.27  -0.37
C  -0.90  3.25  0.88
C  -1.05  4.49  1.82
C  -0.21  5.77  1.49
C  0.69  5.78  0.21
C  0.85  4.55  -0.73
O  1.67  4.50  -1.89
O  5.60  1.80  -0.88
C  5.44  2.47  -2.16
C  4.92  3.96  -1.72
O  4.24  3.90  -0.42
H  5.42  6.07  2.05
H  6.41  4.50  1.01
H  5.94  2.04  1.67
H  4.31  2.55  2.53
H  3.51  2.10  -1.34
H  2.76  2.44  0.51
H  4.87  -0.25  -0.27
H  4.49  0.20  1.46
H  2.17  -0.23  1.40
H  2.83  -1.54  0.30
H  2.25  0.41  -1.78
H  1.22  -1.01  -1.23
H  0.93  1.29  0.50
H  0.93  2.11  -2.16
H  -0.84  1.76  -1.73
H  -1.47  2.27  1.08
H  -1.75  4.40  2.71
H  -0.30  6.67  2.19
H  1.30  6.70  -0.03
H  1.54  5.31  -2.43
H  4.86  1.94  -3.00
H  6.52  2.44  -2.58
H  4.39  4.60  -2.51
H  5.95  4.49  -1.60
C  -3.74  -0.13  -2.28
C  -3.01  -0.76  -1.08
C  -1.75  -1.56  -1.39
F  -1.97  -2.59  -2.24
F  -1.24  -2.11  -0.26
F  -3.91  -1.51  -0.38
F  -2.66  0.25  -0.25
O  -4.84  -0.85  -2.86
C  -4.54  -1.87  -3.79
C  -4.89  -3.27  -3.27
F  -4.31  -3.53  -2.07
F  -4.46  -4.23  -4.13
F  -3.25  -1.76  -4.17
F  -5.28  -1.61  -4.89
H  -4.20  0.79  -1.90
H  -3.03  0.22  -3.05
H  -0.98  -0.92  -1.83
H  -5.97  -3.37  -3.14
C  -3.49  -6.05  1.47
C  -4.46  -4.91  1.85
C  -3.90  -3.49  1.77
F  -2.84  -3.30  2.58
F  -4.84  -2.59  2.17
F  -4.99  -5.17  3.07
F  -5.51  -4.98  0.97
O  -2.80  -6.72  2.54
C  -1.63  -6.11  3.04
C  -1.79  -5.62  4.49
F  -2.85  -4.79  4.63
F  -0.69  -4.92  4.88
F  -1.23  -5.15  2.19
F  -0.67  -7.06  3.00
H  -4.12  -6.84  1.03
H  -2.81  -5.76  0.67
H  -3.61  -3.24  0.75
H  -1.93  -6.46  5.17

Properties
Net charge: -1
Total energy, eV: -91386.051

---

Computed, not measured: an isolated molecule of C12H11NO4 at a distorted geometry, with wB97M-V/def2-TZVPD.

Element x y z (Å)
O  -2.53  1.11  -1.39
O  -1.85  -1.71  1.63
O  3.25  -1.48  0.71
O  2.75  -1.74  -1.42
C  -1.40  0.89  -0.97
C  -0.91  -1.07  1.21
N  2.49  -1.35  -0.27
C  -1.15  1.36  1.50
C  -0.84  -1.46  -1.27
C  -0.71  1.73  0.07
C  -0.28  0.19  1.79
C  -0.46  -0.03  -1.73
C  -0.06  -1.63  0.02
C  0.73  1.51  0.06
C  1.10  0.46  1.00
C  0.90  0.40  -1.11
C  1.16  -0.70  -0.04
H  -2.22  1.08  1.66
H  -0.85  2.28  2.05
H  -1.90  -1.54  -1.16
H  -0.51  -2.23  -2.03
H  -0.95  2.73  -0.29
H  -0.23  0.11  2.83
H  -0.49  0.09  -2.83
H  0.27  -2.68  0.16
H  1.29  2.47  0.13
H  1.92  0.63  1.67
H  1.48  0.57  -1.98

Properties
Energy relative to the best compared isomer or geometry (same formula, charge and spin), kJ/mol: 396.66
SMILES string: O=C1[C@H]2C[C@H]3C(=O)[C@H]4C[C@@H]1[C@H]1[C@@H]2[C@@H]3[C@]14[N+](=O)[O-]
Total energy, eV: -22298.234

---

Computed, not measured: an isolated molecule of C15H20NO5P at a distorted geometry, with wB97M-V/def2-TZVPD.

Element x y z (Å)
C  -2.63  3.13  2.37
C  -2.13  1.79  1.86
H  -2.30  1.00  2.60
H  -2.65  1.53  0.93
O  -0.73  1.81  1.64
P  -0.17  2.22  0.19
O  -1.07  3.08  -0.58
O  1.27  2.84  0.50
C  1.42  4.25  0.53
C  1.08  4.82  1.90
H  1.69  4.34  2.66
H  1.27  5.89  1.91
H  0.03  4.63  2.12
H  0.76  4.70  -0.23
H  2.46  4.44  0.27
C  0.30  0.65  -0.61
C  -0.05  -0.54  -0.09
C  0.18  -1.86  -0.62
C  0.73  -2.08  -1.89
C  0.94  -3.36  -2.37
C  0.59  -4.45  -1.57
C  0.04  -4.26  -0.32
C  -0.17  -2.97  0.18
O  -0.71  -2.71  1.40
C  -1.06  -3.78  2.24
H  -0.19  -4.40  2.48
H  -1.45  -3.33  3.15
H  -1.83  -4.41  1.79
H  -0.22  -5.12  0.27
H  0.75  -5.44  -1.95
O  1.47  -3.65  -3.59
C  1.83  -2.59  -4.44
H  2.23  -3.05  -5.33
H  0.97  -1.97  -4.70
H  2.60  -1.96  -3.98
H  0.98  -1.22  -2.48
H  -0.56  -0.52  0.86
C  0.99  0.92  -1.80
N  1.57  1.23  -2.74
H  -3.69  3.07  2.59
H  -2.09  3.42  3.27
H  -2.47  3.89  1.60

Properties
Energy relative to the best compared isomer or geometry (same formula, charge and spin), kJ/mol: 0.00
SMILES string: CCOP(=O)(OCC)/C(C#N)=C/c1cc(OC)ccc1OC
Total energy, eV: -36896.770

---

E_HOMO readings, ordered: -8.033, -4.407, -9.811, -8.220 eV
Kohn-Sham gap readings, ordered: 0.3328, 0.2360, 0.3482, 0.2848 Eh